A structure of composition C44H48ClInN7O4, computed with ωB97M-V/def2-TZVPD.

The net charge is -1. The orbital gap comes out at 6.7 eV. The energy relative to the best compared isomer or geometry (same formula, charge and spin) comes out at 3.113 eV.

```
105
C44H48ClInN7O4, DFT ωB97M-V/def2-TZVPD
In -0.24 -0.04 -0.24
C 0.07 3.93 1.82
C -0.48 3.00 2.91
C -0.87 1.57 2.47
N -1.28 1.41 1.08
C -2.33 2.06 0.61
C -3.23 2.79 1.41
C -4.02 3.96 1.19
C -3.99 4.89 0.15
C -3.26 4.50 -1.00
C -3.38 3.16 -1.24
C -2.38 2.15 -0.93
N -1.64 1.38 -1.60
C -1.47 1.53 -3.04
C -1.40 0.21 -3.83
C -0.47 -0.90 -3.26
N 0.46 -0.34 -2.31
C 1.63 0.20 -2.66
C 2.38 -0.28 -3.73
C 3.62 0.08 -4.25
C 4.43 1.14 -3.93
C 4.13 2.15 -3.00
C 3.06 2.30 -2.17
C 1.95 1.45 -1.87
N 1.04 1.76 -1.00
C 0.86 3.10 -0.47
C 1.24 3.35 1.01
H -0.76 4.20 1.15
H 0.37 4.86 2.31
H 0.27 2.89 3.70
H -1.34 3.50 3.36
H 0.00 0.93 2.60
H -1.65 1.20 3.15
H -3.24 2.46 2.45
H -4.61 4.25 2.05
H -4.38 5.89 0.32
H -2.56 5.16 -1.52
H -4.31 2.79 -0.80
H -2.27 2.16 -3.44
H -0.53 2.06 -3.18
H -2.41 -0.21 -3.95
H -1.05 0.48 -4.83
H -1.07 -1.65 -2.74
H 0.01 -1.41 -4.10
H 1.94 -1.16 -4.19
H 3.99 -0.57 -5.03
H 5.37 1.22 -4.46
H 4.88 2.93 -2.93
H 3.10 3.19 -1.56
H 1.35 3.84 -1.12
H -0.21 3.29 -0.56
H 1.55 2.41 1.45
H 2.10 4.02 1.05
C -0.83 -5.16 5.88
C -0.80 -6.02 4.65
C -0.93 -7.40 4.73
C -0.89 -8.21 3.60
C -0.69 -7.62 2.36
C -0.56 -6.24 2.25
C -0.62 -5.44 3.39
N -0.50 -4.04 3.33
C -0.47 -3.24 2.15
N -1.57 -3.50 1.39
C -2.18 -2.93 0.24
C -1.95 -1.65 -0.30
C -2.94 -1.24 -1.22
C -3.99 -2.02 -1.66
C -4.08 -3.32 -1.22
C -3.20 -3.79 -0.26
C -3.34 -5.21 0.22
N 0.47 -2.41 1.92
C 1.54 -2.58 2.84
C 1.59 -1.81 4.00
C 2.54 -2.06 4.98
C 3.44 -3.10 4.82
C 3.40 -3.86 3.66
C 2.47 -3.61 2.65
C 2.49 -4.44 1.39
H -1.09 -5.75 6.76
H -1.57 -4.36 5.77
H 0.14 -4.68 6.06
H -1.07 -7.85 5.71
H -1.00 -9.28 3.69
H -0.63 -8.23 1.47
H -0.37 -5.79 1.29
H 0.06 -3.64 4.07
H -2.15 -4.19 1.82
H -2.88 -0.25 -1.62
H -4.71 -1.62 -2.36
H -4.85 -3.99 -1.60
H -4.02 -5.75 -0.44
H -3.76 -5.28 1.23
H -2.39 -5.74 0.22
H 0.88 -1.00 4.11
H 2.57 -1.44 5.87
H 4.18 -3.31 5.58
H 4.12 -4.66 3.51
H 3.52 -4.52 1.02
H 1.89 -3.99 0.61
H 2.13 -5.45 1.58
O 3.98 -0.55 1.92
Cl 3.18 0.08 0.92
O 3.73 1.36 0.59
O 1.81 0.27 1.45
O 3.07 -0.76 -0.25
```

Results of the Löwdin charge analysis, in e, for atoms 1 through 4: number 1, In, carries 0.96; number 2, C, carries -0.19; number 3, C, carries -0.18; number 4, C, carries -0.22

***

A structure of composition C44H49CoN5S3Sb2, computed with ωB97M-V/def2-TZVPD.

Its expectation value of S² is 3.760. The net charge is +2. The orbital gap (spin up / spin down) comes out at 7.3 / 5.2 eV. Its spin multiplicity is 4.

```
104
C44H49CoN5S3Sb2, DFT ωB97M-V/def2-TZVPD
Co -19.93 -6.59 0.80
C -21.87 -10.59 0.96
C -22.08 -11.92 0.30
C -21.86 -12.00 -1.25
Sb -19.91 -11.37 -1.73
C -20.38 -10.77 -3.74
C -19.73 -11.34 -4.80
C -19.97 -10.84 -6.10
C -20.87 -9.82 -6.27
C -21.61 -9.29 -5.21
C -21.29 -9.76 -3.98
C -18.73 -13.13 -2.15
C -17.38 -13.27 -1.87
C -16.68 -14.32 -2.41
C -17.33 -15.30 -3.10
C -18.71 -15.36 -3.22
C -19.36 -14.21 -2.83
Sb -21.97 -10.59 3.18
C -22.91 -12.47 3.41
C -22.43 -13.78 3.22
C -23.31 -14.86 3.46
C -24.61 -14.63 3.86
C -25.08 -13.38 3.99
C -24.23 -12.30 3.86
C -20.02 -11.29 3.53
C -19.73 -11.66 4.88
C -18.51 -12.01 5.30
C -17.47 -11.90 4.42
C -17.69 -11.67 3.07
C -18.97 -11.34 2.61
H -22.65 -9.83 0.69
H -20.95 -10.17 0.69
H -23.16 -12.28 0.48
H -21.43 -12.70 0.74
H -22.45 -11.30 -1.77
H -22.17 -13.01 -1.59
H -18.95 -12.15 -4.71
H -19.48 -11.37 -6.92
H -21.00 -9.40 -7.25
H -22.31 -8.48 -5.44
H -21.82 -9.44 -3.09
H -16.82 -12.46 -1.42
H -15.57 -14.24 -2.31
H -16.74 -16.03 -3.76
H -19.20 -16.20 -3.75
H -20.43 -14.12 -3.08
H -21.40 -13.97 2.98
H -22.91 -15.84 3.39
H -25.17 -15.46 4.17
H -26.15 -13.21 4.26
H -24.62 -11.30 3.95
H -20.52 -11.64 5.64
H -18.31 -12.15 6.30
H -16.42 -12.00 4.80
H -16.92 -11.67 2.27
H -18.97 -11.19 1.53
C -18.94 -7.32 3.87
C -17.68 -6.74 3.20
S -18.07 -5.43 2.01
C -18.98 -4.08 2.82
C -20.45 -4.31 3.12
S -21.48 -5.00 1.82
C -22.55 -6.05 2.84
C -21.78 -6.99 3.66
S -20.32 -7.75 2.75
H -19.36 -6.46 4.43
H -18.75 -8.17 4.46
H -17.05 -7.40 2.56
H -16.98 -6.27 3.99
H -18.71 -3.28 2.09
H -18.41 -3.89 3.73
H -20.97 -3.35 3.38
H -20.53 -4.94 3.99
H -23.21 -6.55 2.12
H -23.31 -5.37 3.29
H -22.24 -7.86 4.05
H -21.26 -6.53 4.52
C -17.94 -8.54 -0.36
C -18.87 -7.99 -1.35
N -19.91 -7.20 -1.05
C -20.43 -6.73 -2.21
C -19.73 -7.26 -3.28
N -18.71 -8.00 -2.72
C -17.66 -8.68 -3.52
N -16.37 -8.41 -3.03
N -15.61 -9.36 -2.39
N -14.67 -8.87 -1.70
C -14.75 -7.45 -1.86
C -13.97 -6.43 -1.26
C -14.32 -5.10 -1.61
C -15.39 -4.87 -2.49
C -16.20 -5.87 -3.04
C -15.86 -7.17 -2.67
H -18.53 -8.91 0.47
H -17.24 -7.78 -0.09
H -17.36 -9.44 -0.58
H -21.33 -6.15 -2.28
H -19.84 -7.28 -4.34
H -17.83 -8.38 -4.58
H -17.91 -9.80 -3.50
H -13.16 -6.66 -0.61
H -13.76 -4.28 -1.17
H -15.62 -3.83 -2.79
H -17.03 -5.60 -3.73
```

Results of the Löwdin charge analysis, in e, for atoms 1 through 4: number 1, Co, carries 0.41; number 2, C, carries -0.42; number 3, C, carries -0.38; number 4, C, carries -0.37

***

A structure of composition C44H49N11O2RuSSi2, computed with ωB97M-V/def2-TZVPD.

Its expectation value of S² is 6.052. The net charge is +2. The orbital gap (spin up / spin down) comes out at 8.0 / 6.0 eV. Its spin multiplicity is 5.

```
110
C44H49N11O2RuSSi2, DFT ωB97M-V/def2-TZVPD
Ru -0.58 0.33 -0.82
C 3.49 1.71 0.89
Si 1.91 0.87 1.42
C 1.71 1.06 3.28
C 1.94 -0.94 1.05
N 0.45 1.55 0.54
C -0.02 2.74 1.00
C 0.73 3.59 1.86
C 0.20 4.73 2.40
C -1.13 5.08 2.13
C -1.88 4.31 1.26
C -1.33 3.19 0.66
O -1.98 2.42 -0.26
C -3.26 2.85 -0.65
C -4.36 2.08 -0.30
C -5.62 2.50 -0.71
C -5.77 3.67 -1.43
C -4.66 4.44 -1.76
C -3.40 4.03 -1.37
H 4.29 1.34 1.53
H 3.45 2.80 1.02
H 3.77 1.52 -0.14
H 2.01 0.12 3.76
H 0.70 1.28 3.61
H 2.36 1.84 3.68
H 2.93 -1.32 1.33
H 1.80 -1.19 0.00
H 1.21 -1.48 1.66
H 1.75 3.34 2.09
H 0.80 5.35 3.05
H -1.57 5.95 2.58
H -2.90 4.60 1.04
H -4.21 1.17 0.26
H -6.48 1.90 -0.45
H -6.76 3.99 -1.73
H -4.79 5.37 -2.31
H -2.52 4.62 -1.59
C -2.72 -1.23 4.28
N -2.49 -1.12 2.83
C -1.65 -0.32 2.18
N -1.69 -0.60 0.89
C -2.60 -1.62 0.81
N -3.10 -1.96 1.97
C -1.41 -1.28 5.04
C -1.25 -0.56 6.22
C -0.04 -0.62 6.91
C 1.02 -1.35 6.41
C 0.86 -2.06 5.22
C -0.36 -2.04 4.55
C 2.00 -2.73 4.60
N 3.25 -2.67 4.89
N 3.93 -3.34 3.89
C 3.03 -3.76 3.06
O 1.78 -3.43 3.46
C 3.19 -4.38 1.75
C 4.44 -4.61 1.20
C 4.54 -5.07 -0.11
C 3.40 -5.26 -0.88
C 2.14 -5.04 -0.33
C 0.88 -5.16 -1.13
N 0.39 -3.83 -1.55
C 0.03 -2.80 -0.79
N -0.30 -1.77 -1.57
C -0.12 -2.26 -2.83
N 0.31 -3.50 -2.85
C 2.05 -4.63 1.00
H -3.30 -2.14 4.41
H -3.33 -0.39 4.60
H -1.05 0.44 2.66
H -2.89 -2.08 -0.12
H -2.06 0.04 6.60
H 0.07 -0.06 7.83
H 1.97 -1.37 6.92
H -0.47 -2.61 3.64
H 5.33 -4.42 1.79
H 5.52 -5.26 -0.54
H 3.49 -5.59 -1.91
H 0.09 -5.64 -0.54
H 1.01 -5.72 -2.05
H 0.02 -2.82 0.28
H -0.33 -1.69 -3.71
H 1.07 -4.50 1.45
C 2.76 -0.28 -2.32
Si 1.35 0.94 -2.42
C 1.88 2.69 -2.03
C 0.74 0.94 -4.20
C 1.07 -0.08 -5.10
C 0.77 0.03 -6.45
C 0.17 1.18 -6.94
C -0.15 2.21 -6.07
C 0.13 2.09 -4.72
H 3.46 -0.04 -3.13
H 2.43 -1.31 -2.48
H 3.32 -0.25 -1.39
H 2.86 2.85 -2.50
H 1.98 2.89 -0.97
H 1.20 3.42 -2.46
H 1.58 -0.97 -4.76
H 1.05 -0.77 -7.13
H -0.03 1.28 -8.00
H -0.59 3.13 -6.45
H -0.11 2.92 -4.06
N -3.01 2.19 -4.10
C -2.74 0.90 -4.06
N -2.72 0.21 -5.19
S -2.45 0.03 -2.60
H -3.25 2.65 -4.97
H -3.21 2.68 -3.24
H -2.94 0.62 -6.08
H -2.49 -0.77 -5.16
```

Results of the Löwdin charge analysis, in e, for atoms 1 through 4: number 1, Ru, carries 1.01; number 2, C, carries -0.15; number 3, Si, carries 0.46; number 4, C, carries -0.14

***

A cluster of 8 separate species, C44H49N8O2Si in total, computed with ωB97M-V/def2-TZVPD.

The net charge is +1. The orbital gap comes out at 5.1 eV.

```
104
C44H49N8O2Si, DFT ωB97M-V/def2-TZVPD
C -6.89 -2.83 1.79
Si -6.32 -4.64 1.87
C -7.33 -5.53 3.24
C -6.71 -5.47 0.21
C -4.47 -4.70 2.39
C -3.61 -3.56 2.02
C -2.18 -3.51 2.42
C -1.35 -2.28 1.98
O -0.17 -2.30 1.80
O -1.99 -1.07 1.74
C -1.67 -4.63 3.21
C -2.57 -5.73 3.52
N -3.88 -5.72 3.12
H -7.35 -2.55 0.79
H -6.05 -2.10 1.95
H -7.66 -2.62 2.60
H -6.67 -6.31 3.72
H -8.26 -6.01 2.86
H -7.53 -4.76 4.04
H -6.07 -5.15 -0.65
H -7.78 -5.22 -0.04
H -6.67 -6.60 0.24
H -4.06 -2.73 1.44
H -2.77 -1.24 1.16
H -0.61 -4.63 3.56
H -2.17 -6.60 4.10
H -4.45 -6.53 3.39
N -7.67 -0.88 -0.85
C -7.38 -1.48 -2.01
C -7.08 -0.79 -3.18
C -7.07 0.59 -3.14
C -7.37 1.24 -1.95
C -7.66 0.46 -0.84
H -7.40 -2.56 -1.99
H -6.85 -1.33 -4.09
H -6.84 1.16 -4.03
H -7.38 2.32 -1.89
H -7.90 0.92 0.11
N 4.40 1.05 2.02
C 4.24 -0.21 1.61
C 3.03 -0.87 1.59
C 1.90 -0.19 2.02
C 2.03 1.12 2.45
C 3.30 1.69 2.43
H 5.15 -0.71 1.29
H 2.96 -1.90 1.25
H 0.93 -0.67 2.02
H 1.18 1.69 2.79
H 3.45 2.72 2.75
N -10.65 1.41 -0.27
C -11.51 2.27 0.29
C -12.69 2.69 -0.31
C -12.98 2.20 -1.57
C -12.10 1.32 -2.18
C -10.96 0.96 -1.49
H -11.24 2.62 1.28
H -13.35 3.38 0.19
H -13.89 2.51 -2.08
H -12.30 0.92 -3.17
H -10.24 0.27 -1.92
N 8.24 3.03 3.32
C 9.52 2.64 3.40
C 9.98 1.42 2.94
C 9.06 0.55 2.37
C 7.74 0.93 2.28
C 7.38 2.18 2.77
H 10.20 3.35 3.86
H 11.03 1.15 3.02
H 9.38 -0.42 1.99
H 6.99 0.28 1.84
H 6.35 2.52 2.72
N 12.42 -0.40 -1.08
C 13.25 0.53 -1.58
C 13.03 1.90 -1.48
C 11.89 2.33 -0.83
C 11.01 1.39 -0.30
C 11.33 0.05 -0.45
H 14.13 0.14 -2.09
H 13.73 2.60 -1.90
H 11.68 3.39 -0.73
H 10.11 1.69 0.22
H 10.68 -0.73 -0.05
N -3.68 2.41 -1.31
C -3.08 1.71 -0.34
C -1.72 1.48 -0.28
C -0.92 2.01 -1.28
C -1.51 2.74 -2.29
C -2.88 2.91 -2.26
H -3.75 1.31 0.42
H -1.29 0.91 0.54
H 0.16 1.85 -1.26
H -0.91 3.17 -3.09
H -3.39 3.48 -3.04
N 10.59 3.23 -5.47
C 10.47 2.90 -4.17
C 9.29 2.97 -3.46
C 8.15 3.40 -4.13
C 8.24 3.75 -5.47
C 9.48 3.64 -6.08
H 11.39 2.57 -3.70
H 9.25 2.68 -2.42
H 7.20 3.46 -3.61
H 7.38 4.09 -6.02
H 9.60 3.90 -7.13
```

Results of the Löwdin charge analysis, in e, for atoms 1 through 4: number 1, C, carries -0.17; number 2, Si, carries 0.58; number 3, C, carries -0.18; number 4, C, carries -0.19

***

One value per record, in order, for electronic energy: -3039.72852, -5036.99943, -3530.54981, -2583.77894 Eh.
One value per record, in order, for max |F|: 0.82, 3.49, 0.80, 2.98 eV/Å.